Record 1
# C8H11Cl2P

A cluster of 2 separate species, C8H11Cl2P in total at a distorted geometry (ωB97M-V/def2-TZVPD, the Open Molecules 2025 dataset).

Last column: natural (NBO) charge in e.
Element x y z (Å)
H1 -3.87608 0.62721 -1.81272  0.22
H2 -1.27206 2.38331 1.16139  0.23
H3 3.27686 0.55966 1.29945  0.21
C1 -0.21305 -0.92934 -0.20230  -0.15
C2 -1.94205 1.65885 0.71502  -0.59
C3 2.39781 -0.54377 -0.46956  -0.40
H4 1.18126 0.08189 1.38890  0.23
H5 -3.79019 -1.37973 0.22408  0.24
Cl1 -0.63498 -2.60703 -0.31520  0.02
H6 4.26216 0.42351 -0.21784  0.22
C4 1.18897 -0.71793 0.53339  -0.48
H7 1.30555 -1.57801 1.21779  0.23
Cl2 -0.40656 -0.02953 -1.65656  0.09
P1 -2.14946 0.04788 1.47719  0.69
H8 3.93764 -1.17779 0.82023  0.22
C5 -3.19759 -0.41590 0.04683  -0.54
H9 2.06110 0.39470 -1.07538  0.20
C6 -2.47322 1.68779 -0.48544  -0.20
C7 3.62117 -0.17154 0.46640  -0.62
H10 -2.61282 2.53575 -1.15050  0.21
C8 -3.24685 0.52699 -0.86227  -0.25
H11 2.58241 -1.37698 -1.10289  0.21

* molar mass: 209.06 g/mol
* HOMO-LUMO gap (spin up / spin down): 7.12 / 7.20 eV
* ΔE to the lowest compared entry with this formula, charge and spin: 92.1 kcal/mol
* HOMO level (spin up / spin down): -8.236 / -8.151 eV

=====

Record 2
# C8H11CoN6S2

A structure of composition C8H11CoN6S2 at a distorted geometry (ωB97M-V/def2-TZVPD, the Open Molecules 2025 dataset).

Last column: Löwdin spin population.
Element x y z (Å)
H1 2.42759 2.19271 -2.52357  0.00
Co1 0.43009 -0.72800 1.03779  2.68
N1 -3.36296 -1.92667 -1.07754  0.01
C1 2.48051 1.20124 -2.15802  0.00
C2 2.66494 -1.27473 -1.00418  0.01
S1 -0.39641 -0.15563 3.12598  0.07
H2 4.01795 0.49347 -3.45659  0.00
H3 0.60500 2.78727 -0.61693  0.00
C3 -2.50151 -1.74906 -0.08713  0.01
H4 -4.35053 -1.70021 -1.02820  0.00
H5 4.23732 -1.71320 -2.38461  0.00
H6 -1.97823 2.93545 3.28371  0.00
N2 -2.93272 -1.15387 1.02073  0.00
H7 -3.92220 -0.95770 1.16860  0.00
N3 -1.69455 2.00284 3.40899  0.01
C4 0.69315 1.73287 -0.38699  0.02
N4 -0.66483 1.99370 1.42107  0.00
N5 0.06040 1.19782 0.58347  0.05
S2 -0.89041 -2.32011 -0.22826  0.06
H8 2.74262 -2.24209 -0.51976  0.00
C5 1.67403 0.81064 -1.10609  0.01
C6 -0.90052 1.38413 2.55488  0.01
H9 -2.27574 -0.98946 1.79713  0.00
H10 -1.74043 1.59510 4.32793  0.00
H11 -3.09530 -2.30578 -1.97428  0.00
C7 3.50421 -0.95932 -2.02933  0.00
C8 3.36437 0.26150 -2.65218  0.00
N6 1.80415 -0.41291 -0.49659  0.03

* molar mass: 314.28 g/mol
* HOMO-LUMO gap (spin up / spin down): 7.95 / 7.55 eV
* total charge: +1
* multiplicity: 4
* HOMO level (spin up / spin down): -11.562 / -11.606 eV

=====

Record 3
# C8H11F3N3NiO9P2S

A structure of composition C8H11F3N3NiO9P2S (ωB97M-V/def2-TZVPD, the Open Molecules 2025 dataset).

Last column: Löwdin spin population.
Element x y z (Å)
N1 0.76999 -2.53063 0.76623  0.00
O1 1.76139 2.62841 0.60665  0.04
F1 -5.82400 0.39526 -0.22634  0.00
O2 0.77829 0.13589 -1.00656  0.03
O3 0.37797 2.51959 2.25122  0.04
C1 2.01112 -2.04702 0.05970  0.00
H1 -3.00651 3.36572 -2.52351  0.00
H2 0.14694 -2.91940 0.03913  0.00
P1 2.87226 -0.82970 1.18122  0.00
H3 0.28352 -1.71328 1.17894  0.00
O4 3.57840 0.18191 0.12508  0.00
C2 -4.64234 0.14195 0.39556  0.00
O5 3.86803 -1.54743 1.99277  0.00
H4 3.81643 -2.86007 -0.72869  0.00
H5 3.05498 1.00222 0.07586  0.00
F2 -4.85221 0.36274 1.70832  0.00
O6 1.73105 -0.09265 1.86210  0.03
Ni1 0.39187 1.01219 0.79685  1.73
N2 1.36934 3.10470 1.72720  0.00
O7 0.28396 -2.22746 -1.94042  0.00
H6 3.11154 -3.85233 0.53499  0.00
S1 -1.65759 -0.16315 1.53525  0.06
C3 -3.82460 1.88076 -1.19398  0.00
H7 -4.82401 1.92852 -1.60462  0.00
C4 -1.56422 2.60379 -1.12691  0.00
H8 -0.74139 3.22659 -1.45767  0.00
H9 3.13032 -0.42891 -2.06451  0.00
C5 2.87318 -3.23014 -0.33044  0.00
H10 0.97595 -3.19135 1.51142  0.00
H11 2.37987 -3.82750 -1.10081  0.00
O8 2.49404 -1.05624 -2.44514  0.00
O9 1.92873 4.04759 2.25252  0.00
C6 -3.55171 1.00065 -0.16384  0.00
N3 -1.29585 1.77111 -0.13302  0.04
F3 -4.41320 -1.17435 0.24350  0.00
C7 -2.23361 0.92428 0.34139  0.01
P2 1.25929 -1.23024 -1.43561  0.00
C8 -2.81721 2.68800 -1.70382  0.00

* molar mass: 502.89 g/mol
* HOMO-LUMO gap (spin up / spin down): 8.21 / 8.15 eV
* total charge: -1
* multiplicity: 3
* ΔE to the lowest compared entry with this formula, charge and spin: 0.0 kcal/mol
* HOMO level (spin up / spin down): -5.525 / -5.471 eV

=====

Record 4
# C8H11N2

The ion C8H11N2 with charge +1 at a distorted geometry (ωB97M-V/def2-TZVPD, the Open Molecules 2025 dataset).

Last column: natural (NBO) charge in e.
Element x y z (Å)
H1 -1.47909 -0.16997 1.75302  0.42
H2 -1.37745 0.27775 5.07893  0.25
H3 -2.07685 -1.45262 -0.10194  0.23
C1 -0.80874 0.50424 4.21934  -0.24
C2 0.10978 0.22457 3.49830  0.12
H4 -0.21877 -2.05723 -1.68884  0.28
C3 0.42960 -0.21272 1.14906  0.26
C4 1.73161 0.14362 -2.34303  -0.54
C5 -1.53678 -0.54394 -0.35947  -0.17
H5 2.84041 0.06859 -2.11664  0.34
H6 -1.26161 -0.94194 -2.37719  0.32
N1 -0.90576 -0.29079 0.91473  -0.61
N2 0.88084 0.08337 2.41177  -0.64
C6 -0.53065 -1.01976 -1.57994  -0.55
H7 1.80675 0.44881 2.40968  0.43
C7 0.53247 -0.10337 -1.73187  0.49
C8 0.91503 1.29500 -1.77221  -0.46
H8 1.76520 -0.19815 -3.40377  0.31
H9 -2.24119 0.25742 -0.69868  0.23
H10 0.29616 1.83214 -2.41910  0.25
H11 1.12902 1.85497 -0.84217  0.30

* molar mass: 135.19 g/mol
* HOMO-LUMO gap: 7.04 eV
* total charge: +1
* ΔE to the lowest compared entry with this formula, charge and spin: 168.3 kcal/mol
* HOMO level: -12.655 eV

=====

Record 5
# C8H11N2O2

The ion C8H11N2O2 with charge -1 at a distorted geometry (ωB97M-V/def2-TZVPD, the Open Molecules 2025 dataset).

Last column: natural (NBO) charge in e.
Element x y z (Å)
C1 2.35762 -1.49005 0.38447  -0.01
C2 -1.80908 -0.21103 0.30474  -0.03
C3 -2.72117 0.82299 1.05736  -0.63
H1 -1.63281 -0.86948 -1.82668  0.22
C4 -2.42391 -0.58433 -1.14043  -0.61
H2 -2.62610 0.60086 2.13894  0.19
H3 -1.90962 -1.12395 0.91588  0.19
H4 -3.19677 -1.37188 -1.03963  0.18
H5 3.77613 1.49428 -0.06946  0.19
O1 0.19154 -2.17240 0.09323  -0.72
C5 1.68757 1.05746 -0.34203  0.24
C6 0.60440 0.09002 -0.05212  0.35
O2 1.18915 2.24076 -0.80438  -0.66
H6 -2.33292 1.76307 0.54225  0.23
C7 2.97158 0.77027 -0.11653  -0.33
H7 4.32389 -0.94625 0.33989  0.19
H8 -3.03155 0.19030 -1.67327  0.17
N1 1.09620 -1.22203 0.11557  -0.03
H9 2.60801 -2.46528 0.67958  0.20
H10 1.88283 2.84961 -0.64407  0.45
C8 3.31373 -0.58818 0.28802  -0.36
N2 -0.59766 0.50155 0.07761  -0.60
H11 -3.72103 0.66371 0.77106  0.18

* molar mass: 167.19 g/mol
* HOMO-LUMO gap: 5.74 eV
* total charge: -1
* SMILES: CC(C)/N=c1/c(O)cccn1[O-]
* ΔE to the lowest compared entry with this formula, charge and spin: 16.5 kcal/mol
* HOMO level: -2.151 eV

=====

Record 6
# C8H11N2O2

A cluster of 2 separate species, C8H11N2O2 in total at a distorted geometry (ωB97M-V/def2-TZVPD, the Open Molecules 2025 dataset).

Last column: natural (NBO) charge in e.
Element x y z (Å)
C1 -0.74784 -0.25842 -0.45318  -0.15
H1 1.20909 1.36342 -1.51045  0.24
C2 3.22597 -0.21775 0.64397  -0.19
O1 -3.40320 0.65530 0.82864  -0.63
H2 4.16421 -0.24852 1.04792  0.23
H3 0.62926 -0.56622 -1.82076  0.46
H4 0.09162 2.56362 0.56538  0.24
C3 1.30579 0.89035 -0.59418  -0.12
N1 -0.83897 0.89978 0.18861  -0.38
H5 -3.27418 0.10730 -0.97382  0.14
H6 -1.63110 1.27644 0.68383  0.49
C4 0.26446 1.58086 0.24896  -0.02
C5 1.34760 -1.54516 -0.01606  -0.04
H7 -1.02830 -1.25281 -0.17788  0.21
C6 2.49691 -1.47069 0.66915  -0.15
C7 -3.84935 0.09128 -0.10650  0.66
H8 -5.47054 -0.49630 0.82259  0.52
N2 0.70802 -0.46428 -0.81175  -0.38
C8 2.74943 0.80853 -0.09209  -0.14
O2 -4.99162 -0.59362 -0.02214  -0.66
H9 0.93174 -2.45207 -0.05174  0.22
H10 2.80406 -2.29877 1.10469  0.23
H11 3.30696 1.62771 -0.17318  0.22

* molar mass: 167.19 g/mol
* HOMO-LUMO gap (spin up / spin down): 7.88 / 7.88 eV
* total charge: +1
* ΔE to the lowest compared entry with this formula, charge and spin: 128.7 kcal/mol
* HOMO level (spin up / spin down): -11.728 / -11.727 eV

=====

Record 7
# C8H11N2O2S

The ion C8H11N2O2S with charge +1 at a distorted geometry (ωB97M-V/def2-TZVPD, the Open Molecules 2025 dataset).

Last column: natural (NBO) charge in e.
Element x y z (Å)
C1 -2.11032 -2.15835 -1.04256  -0.09
N1 -3.02169 -1.30789 -0.62296  -0.27
H1 1.12880 2.38542 2.53660  0.24
H2 0.82712 -0.56401 -0.46092  0.22
H3 2.54212 1.23666 2.34913  0.23
C2 2.01511 2.13906 1.99777  -0.44
H4 3.31459 2.25040 -0.35620  0.22
C3 -0.74955 -1.97529 -0.88598  0.10
H5 0.44979 -3.52426 -0.18839  0.25
C4 -1.07364 0.13902 0.19905  -0.44
O1 -0.44226 2.40933 -0.83897  -0.91
H6 1.60469 2.04927 -1.45704  0.27
S1 -0.49701 1.80731 0.43126  2.14
N2 1.55989 1.93896 0.59737  -0.45
H7 1.00597 -3.19126 -1.73542  0.25
C5 -0.21685 -0.71797 -0.38292  -0.31
H8 2.66162 2.93174 2.12909  0.23
C6 -3.30736 -0.40746 0.10003  0.42
H9 -2.50820 -3.07461 -1.54833  0.24
H10 -0.51964 -4.06324 -1.53037  0.24
O2 -1.18086 2.45970 1.53361  -0.84
C7 2.21407 2.17626 -0.48057  0.06
H11 -3.73296 0.27112 0.76211  0.28
C8 0.03656 -3.20992 -1.10541  -0.66

* molar mass: 199.25 g/mol
* HOMO-LUMO gap: 8.37 eV
* total charge: +1
* SMILES: C#[N+]/C=C(/C)C=C=[S@](=O)([O-])[N+](=C)C
* ΔE to the lowest compared entry with this formula, charge and spin: 141.0 kcal/mol
* HOMO level: -12.695 eV

=====

Record 8
# C8H11N2O2S2

The ion C8H11N2O2S2 with charge +1 at a distorted geometry (ωB97M-V/def2-TZVPD, the Open Molecules 2025 dataset).

Last column: Löwdin spin population.
Element x y z (Å)
C1 0.26148 -0.92418 -1.00872  0.07
H1 0.45579 1.34798 1.85763  0.00
H2 0.78533 2.08361 -2.75653  0.00
H3 -3.31821 1.28626 3.74751  0.00
H4 -0.67880 -1.51829 -0.86476  0.01
C2 2.16235 0.29025 -0.22156  0.03
C3 1.61625 -1.93873 -1.35398  0.58
N1 1.92473 1.36727 -1.19143  0.30
H5 0.01833 1.91545 0.14346  0.00
N2 0.14835 0.14070 -2.02474  0.31
H6 0.75444 -1.07438 0.96527  0.00
O1 -1.85773 1.12595 2.19120  0.00
H7 -0.48577 0.09352 -2.79011  0.01
S1 3.03637 -1.11198 -1.09652  0.32
C4 1.04199 1.18832 -2.05155  0.03
C5 0.03311 0.97335 0.81458  0.00
C6 -1.39321 0.43592 1.20602  0.00
C7 -3.09607 0.80971 2.78615  0.00
O2 -1.97067 -0.43377 0.60902  0.01
H8 -3.16314 -0.27809 3.06513  0.00
S2 1.33609 -3.34564 -2.27185  0.27
H9 -4.00791 0.88173 2.16814  0.00
C8 0.79587 -0.28642 0.26037  0.03
H10 2.96800 0.74498 0.38848  0.00
H11 2.63306 -3.77351 -2.57119  0.02

* molar mass: 231.32 g/mol
* HOMO-LUMO gap (spin up / spin down): 7.31 / 5.28 eV
* total charge: +1
* multiplicity: 3
* HOMO level (spin up / spin down): -10.750 / -13.224 eV

=====

Record 9
# C8H11N2O3

The ion C8H11N2O3 with charge -1 at a distorted geometry (ωB97M-V/def2-TZVPD, the Open Molecules 2025 dataset).

Last column: natural (NBO) charge in e.
Element x y z (Å)
C1 0.66729 -0.29043 -1.39383  -0.12
H1 -1.65938 1.34743 1.82896  0.15
C2 2.15344 -1.49092 0.14241  -0.53
H2 -1.82203 0.84089 -1.12959  0.24
H3 3.20685 0.18709 1.29767  0.16
C3 0.33421 0.54921 -0.12299  0.48
O1 -1.64030 -1.13006 -1.30580  -0.76
N1 1.47181 0.82600 0.64577  -0.43
H4 3.07299 -2.02179 0.23897  0.21
C4 1.55620 -1.24016 -1.26898  -0.26
C5 -1.36006 1.91084 -1.03804  -0.28
C6 2.30497 -0.11364 0.71977  0.17
H5 1.45055 -1.86696 0.83448  0.25
H6 -1.90176 -0.27080 2.35273  0.24
O2 -2.65132 -1.44433 0.72313  -0.77
N2 -0.73895 -0.17980 0.63794  -0.58
O3 -0.10756 1.87364 -0.56290  -0.57
H7 -0.23800 0.26332 2.64032  0.18
C7 -1.09286 0.29119 1.97043  -0.41
H8 -1.37778 2.21635 -2.18909  0.13
H9 1.87941 -1.76406 -2.17301  0.20
H10 0.28405 -0.02213 -2.34870  0.22
C8 -1.77028 -1.05647 -0.06845  0.90
H11 -2.02150 2.58560 -0.43120  0.16

* molar mass: 183.19 g/mol
* HOMO-LUMO gap: 8.18 eV
* total charge: -1
* SMILES: CO[C@@]1(N(C)C(=O)[O-])C=CCC=N1
* ΔE to the lowest compared entry with this formula, charge and spin: 82.6 kcal/mol
* HOMO level: -4.622 eV

=====

Record 10
# C8H11N3

An isolated molecule of C8H11N3 at a distorted geometry (ωB97M-V/def2-TZVPD, the Open Molecules 2025 dataset).

Last column: natural (NBO) charge in e.
Element x y z (Å)
C1 3.05670 -2.49913 0.15981  -0.22
C2 2.39828 -2.09180 1.29064  -0.22
C3 -2.67556 1.28940 0.89907  -0.44
H1 4.03630 -3.02790 0.28724  0.23
C4 2.62079 -1.85672 -1.08750  -0.20
H2 -3.20042 2.47938 -1.49836  0.19
C5 1.48935 -0.97721 -1.09965  -0.27
H3 -2.45425 1.61746 1.90571  0.20
H4 3.23338 -1.77234 -2.11311  0.23
C6 0.80349 -0.75332 0.10586  0.10
C7 -2.15334 2.66332 -1.19813  -0.41
C8 1.14803 -1.51468 1.27195  -0.20
H5 0.62393 -1.25749 2.16400  0.22
H6 -1.97504 3.74926 -0.97742  0.20
H7 2.58066 -2.65175 2.16884  0.21
H8 -1.43111 2.41813 -1.93826  0.22
N1 -0.33554 0.11638 0.46132  -0.24
H9 1.06443 -0.27770 -1.91007  0.24
H10 -2.69274 0.23511 1.06155  0.22
H11 -3.62775 1.75511 0.77787  0.20
N2 -1.78325 1.62194 -0.21249  -0.26
N3 -0.72635 0.73456 -0.51889  0.02

* molar mass: 149.20 g/mol
* HOMO-LUMO gap: 8.87 eV
* SMILES: CN(C)/N=N/c1ccccc1
* ΔE to the lowest compared entry with this formula, charge and spin: 72.9 kcal/mol
* HOMO level: -8.184 eV

=====

What is the molar mass in the eighth record?
231.32 g/mol